Record 1
Molecular formula: C8H19O3PSi
Method: DFT, the ωB97M-V functional and the def2-TZVPD basis

Values from the calculation:
HOMO level in Ha: 0.0330
LUMO level in eV: 5.877
Frontier orbital gap in eV: 4.980
Charge: -2
Energy relative to the best compared isomer or geometry (same formula, charge and spin) in kJ/mol: 8.3

```
32
C8H19O3PSi, DFT the ωB97M-V functional and the def2-TZVPD basis
C -1.756 -1.392 1.256
C 1.358 1.631 2.212
C 0.920 1.275 -2.681
C -2.023 0.583 -2.152
C 0.019 -1.516 -2.062
C -1.023 -0.051 1.493
C 0.514 1.651 0.922
C -0.022 0.388 0.462
O 1.744 -1.548 3.207
O 1.305 -3.177 1.243
O 3.247 -1.523 1.121
Si -0.256 0.286 -1.313
P 1.996 -1.979 1.778
H -2.563 -1.544 1.910
H -2.067 -1.337 0.284
H -0.887 -2.074 1.286
H 1.966 0.819 2.232
H 1.929 2.673 2.372
H 0.739 1.500 3.150
H 1.938 1.336 -2.175
H 0.958 0.573 -3.516
H 0.444 2.154 -3.002
H -2.445 -0.176 -2.727
H -2.717 0.653 -1.396
H -1.863 1.534 -2.699
H 1.050 -1.669 -2.068
H -0.349 -2.343 -1.439
H -0.385 -1.490 -3.094
H -1.839 0.692 1.624
H -0.546 -0.245 2.479
H -0.420 2.241 1.130
H 1.034 2.076 0.165
```

Atom charges from the natural (NBO) analysis, given in e for atoms 1 to 6: number 1, C, carries -0.63; number 2, C, carries -0.59; number 3, C, carries -1.07; number 4, C, carries -1.12; number 5, C, carries -1.10; number 6, C, carries -0.40


Record 2
Molecular formula: C4H12O3
Method: DFT, the ωB97M-V functional and the def2-TZVPD basis

Values from the calculation:
HOMO level in Ha: -0.3312
LUMO level in eV: 0.720
Frontier orbital gap in eV: 9.732
SMILES string: C=CC=C.O.O.O
Charge: 0
Energy relative to the best compared isomer or geometry (same formula, charge and spin) in kJ/mol: 192.4

```
19
C4H12O3, DFT the ωB97M-V functional and the def2-TZVPD basis
C 0.977 -4.242 1.689
C 1.195 -3.815 0.447
C 1.065 -2.397 0.051
C 1.519 -1.903 -1.089
H 0.775 -3.525 2.474
H 0.850 -5.302 1.793
H 1.541 -4.403 -0.399
H 0.669 -1.732 0.814
H 1.363 -0.875 -1.432
H 1.878 -2.353 -2.013
O -0.204 1.669 -1.997
H -0.783 2.318 -1.583
H 0.044 1.040 -1.317
O 0.709 3.461 2.474
H 1.642 3.258 2.601
H 0.602 4.318 2.920
O -4.023 4.005 -1.493
H -4.546 4.796 -1.643
H -4.575 3.350 -1.061
```

Atom charges from the natural (NBO) analysis, given in e for atoms 1 to 6: number 1, C, carries -0.39; number 2, C, carries -0.21; number 3, C, carries -0.22; number 4, C, carries -0.38; number 5, H, carries 0.20; number 6, H, carries 0.21


Record 3
Molecular formula: C14H24BN2OP
Method: DFT, the ωB97M-V functional and the def2-TZVPD basis

Values from the calculation:
HOMO level in Ha: -0.2954
LUMO level in eV: 0.197
Frontier orbital gap in eV: 8.235
SMILES string: CCC[C@@H](C)B(OC#N)P(C)CC.c1ccncc1
Charge: 0

```
43
C14H24BN2OP, DFT the ωB97M-V functional and the def2-TZVPD basis
C 3.649 -0.116 -0.299
C 4.188 1.364 0.034
C 3.428 2.542 -0.743
C 1.896 2.756 -0.300
C 1.558 4.336 -0.612
B 0.812 1.899 -1.147
O 0.806 1.727 -2.599
C 1.737 0.769 -3.026
N 2.312 -0.185 -3.479
P -0.657 1.050 -0.201
C -0.654 1.575 1.633
C -0.452 -0.847 -0.209
C -0.543 -1.365 -1.736
H 2.564 -0.303 0.000
H 4.307 -0.846 0.308
H 3.882 -0.316 -1.397
H 4.209 1.561 1.164
H 5.289 1.398 -0.326
H 3.985 3.521 -0.467
H 3.579 2.423 -1.877
H 1.821 2.647 0.832
H 0.473 4.405 -0.970
H 1.796 5.013 0.273
H 2.228 4.601 -1.518
H 0.387 1.576 2.112
H -1.186 2.592 1.774
H -1.298 0.812 2.219
H 0.459 -1.221 0.368
H -1.401 -1.257 0.332
H -1.040 -0.535 -2.343
H 0.523 -1.597 -2.077
H -1.190 -2.319 -1.762
C -4.810 -4.353 1.997
C -5.006 -4.142 0.640
C -4.404 -3.040 0.055
N -3.642 -2.160 0.725
C -3.470 -2.388 2.037
C -4.026 -3.461 2.714
H -5.265 -5.205 2.492
H -5.613 -4.817 0.051
H -4.525 -2.834 -1.003
H -2.852 -1.661 2.555
H -3.852 -3.596 3.774
```

Atom charges from the natural (NBO) analysis, given in e for atoms 1 to 6: number 1, C, carries -0.64; number 2, C, carries -0.40; number 3, C, carries -0.40; number 4, C, carries -0.65; number 5, C, carries -0.60; number 6, B, carries 0.85


Record 4
Molecular formula: C2H6N3O2
Method: DFT, the ωB97M-V functional and the def2-TZVPD basis

Values from the calculation:
HOMO level in Ha: -0.5618
LUMO level in eV: -3.210
Frontier orbital gap in eV: 12.077
Charge: +1
Energy relative to the best compared isomer or geometry (same formula, charge and spin) in kJ/mol: 60.6

```
13
C2H6N3O2, DFT the ωB97M-V functional and the def2-TZVPD basis
C 0.757 -0.186 -0.419
C -1.789 0.734 2.753
N 1.303 -0.548 -1.571
N -0.458 0.367 -0.420
N 1.247 -0.219 0.872
O -2.851 0.876 3.096
O -1.202 0.330 -1.598
H 0.615 -0.465 -2.396
H 2.190 -0.827 -1.852
H -0.834 0.955 0.347
H 0.567 -0.096 1.561
H 2.102 -0.393 1.274
H -1.647 -0.526 -1.647
```

Atom charges from the natural (NBO) analysis, given in e for atoms 1 to 6: number 1, C, carries 0.66; number 2, C, carries 0.44; number 3, N, carries -0.75; number 4, N, carries -0.30; number 5, N, carries -0.76; number 6, O, carries -0.43


Record 5
Molecular formula: C29H24N6O4PtSSe
Method: DFT, the ωB97M-V functional and the def2-TZVPD basis

Values from the calculation:
HOMO level in Ha: -0.4957
LUMO level in eV: -5.773
Frontier orbital gap in eV: 7.717
Charge: +2
Energy relative to the best compared isomer or geometry (same formula, charge and spin) in kJ/mol: 0.0

```
66
C29H24N6O4PtSSe, DFT the ωB97M-V functional and the def2-TZVPD basis
Pt 0.530 0.630 0.146
C 2.830 0.989 3.796
C 2.307 0.479 2.603
N 1.544 1.208 1.809
C 1.255 2.488 2.169
C 1.752 3.081 3.328
C 2.560 2.284 4.159
C 1.422 4.453 3.595
C 0.666 5.166 2.732
C 0.155 4.572 1.527
C -0.591 5.268 0.555
C -0.988 4.614 -0.582
C -0.693 3.254 -0.741
N -0.032 2.575 0.176
C 0.423 3.230 1.278
H 3.447 0.351 4.412
H 2.521 -0.531 2.285
H 2.965 2.698 5.074
H 1.804 4.909 4.499
H 0.437 6.204 2.932
H -0.827 6.314 0.704
H -1.539 5.123 -1.359
H -1.016 2.708 -1.614
C 5.336 1.185 -1.496
C 4.064 1.525 -1.014
N 3.158 0.638 -0.668
C 3.457 -0.670 -0.766
C 4.705 -1.114 -1.238
C 5.650 -0.141 -1.612
C 5.003 -2.512 -1.324
C 4.100 -3.426 -0.928
C 2.823 -3.021 -0.416
C 1.904 -3.982 0.030
C 0.694 -3.587 0.533
C 0.406 -2.227 0.564
N 1.250 -1.292 0.141
C 2.478 -1.658 -0.344
H 6.038 1.960 -1.769
H 3.779 2.567 -0.919
H 6.617 -0.457 -1.983
H 5.971 -2.813 -1.704
H 4.317 -4.485 -0.980
H 2.171 -5.031 -0.022
H -0.032 -4.296 0.903
H -0.538 -1.865 0.942
C -3.391 -3.738 -2.666
N -4.553 -2.977 -2.211
C -5.662 -2.720 -2.957
C -6.485 -1.941 -2.202
N -5.866 -1.749 -1.003
C -6.371 -0.882 0.063
C -4.677 -2.372 -1.020
Se -3.476 -2.508 0.416
H -3.453 -3.828 -3.747
H -3.388 -4.727 -2.214
H -2.490 -3.190 -2.406
H -5.783 -3.101 -3.955
H -7.450 -1.520 -2.423
H -7.456 -0.917 0.048
H -6.025 0.135 -0.108
H -6.004 -1.241 1.020
O -0.902 -0.088 -1.192
S -2.369 0.050 -0.893
O -3.117 -0.535 -1.966
O -2.633 -0.860 0.435
O -2.730 1.349 -0.429
```

Atom charges from the natural (NBO) analysis, given in e for atoms 1 to 6: number 1, Pt, carries 0.95; number 2, C, carries -0.24; number 3, C, carries 0.09; number 4, N, carries -0.42; number 5, C, carries 0.22; number 6, C, carries -0.08


Record 6
Molecular formula: C20H24BCl3F3N8O5Pm
Method: DFT, the ωB97M-V functional and the def2-TZVPD basis

Values from the calculation:
HOMO level (alpha / beta) in Ha: -0.2948 / -0.2953
Spin multiplicity: 5
⟨S²⟩: 6.004
LUMO level (alpha / beta) in eV: 0.284 / 0.283
Frontier orbital gap (alpha / beta) in eV: 8.305 / 8.318
Charge: 0
Energy relative to the best compared isomer or geometry (same formula, charge and spin) in kJ/mol: 24.9

```
65
C20H24BCl3F3N8O5Pm, DFT the ωB97M-V functional and the def2-TZVPD basis
Pm 0.242 0.852 0.611
Cl 0.558 -1.100 7.872
C 0.857 -0.675 6.216
C -0.136 -0.026 5.487
C 0.131 0.302 4.167
Cl -1.108 1.088 3.215
C 1.347 0.028 3.521
O 1.573 0.354 2.286
C 2.308 -0.647 4.318
Cl 3.820 -1.071 3.580
C 2.075 -0.991 5.642
H -1.091 0.210 5.932
H 2.836 -1.503 6.212
B -0.029 3.894 -1.033
N -1.341 3.068 -1.286
C -2.473 3.509 -1.842
C -3.323 2.435 -2.044
C -2.599 1.346 -1.567
N -1.397 1.725 -1.120
N 0.146 4.183 0.489
C 0.201 5.358 1.120
C 0.578 5.142 2.436
C 0.735 3.763 2.521
N 0.476 3.188 1.345
H -0.135 4.946 -1.609
H 0.899 3.217 -1.395
H -2.601 4.556 -2.057
H -4.316 2.444 -2.457
H -2.903 0.312 -1.518
H -0.019 6.269 0.590
H 0.721 5.873 3.211
H 1.019 3.160 3.369
N 1.113 -1.649 0.185
C 2.264 -1.626 -0.722
C 2.549 -2.960 -1.454
C 1.327 -3.812 -1.867
C 0.821 -3.655 -3.304
N 0.662 -2.259 -3.682
C -0.431 -1.519 -3.672
N -1.662 -2.058 -3.578
N -0.304 -0.200 -3.851
C 2.125 -0.381 -1.626
O 2.422 -0.426 -2.824
O 1.693 0.663 -1.040
H 1.313 -2.196 1.016
H 0.296 -2.051 -0.271
H 3.135 -1.384 -0.105
H 3.142 -3.568 -0.767
H 3.194 -2.759 -2.312
H 0.494 -3.638 -1.185
H 1.586 -4.867 -1.747
H -0.113 -4.200 -3.436
H 1.534 -4.095 -4.004
H 1.540 -1.713 -3.658
H -1.730 -2.936 -3.091
H -2.404 -1.424 -3.330
H 0.629 0.199 -3.802
H -1.075 0.416 -3.646
F -4.167 -0.714 1.077
C -3.620 -1.672 0.336
F -3.795 -2.840 0.970
F -4.309 -1.733 -0.823
C -2.109 -1.440 0.055
O -1.628 -2.105 -0.863
O -1.540 -0.609 0.808
```

Atom charges from the Mulliken analysis, given in e for atoms 1 to 6: number 1, Pm, carries 0.89; number 2, Cl, carries -0.23; number 3, C, carries 0.43; number 4, C, carries -1.05; number 5, C, carries 1.25; number 6, Cl, carries -0.11


Record 7
Molecular formula: C15H12N4O7
Method: DFT, the ωB97M-V functional and the def2-TZVPD basis

Values from the calculation:
HOMO level in Ha: -0.2967
LUMO level in eV: -1.789
Frontier orbital gap in eV: 6.285
SMILES string: COc1ccc(-c2nnc(NC(=O)c3ccc([N+](=O)[O-])o3)o2)c(OC)c1
Charge: 0
Energy relative to the best compared isomer or geometry (same formula, charge and spin) in kJ/mol: 1087.3

```
38
C15H12N4O7, DFT the ωB97M-V functional and the def2-TZVPD basis
C -5.503 -0.792 0.682
O -4.838 -0.166 -0.607
C -3.655 0.131 -0.599
C -3.276 0.675 -1.886
C -1.948 1.111 -2.002
C -1.175 0.950 -0.597
C 0.178 1.578 -1.027
N 0.915 1.477 -2.180
N 2.193 2.042 -1.759
C 2.281 1.937 -0.638
N 3.384 2.108 0.348
C 4.466 1.035 0.426
O 5.478 1.398 0.920
C 4.155 -0.068 -0.102
C 4.841 -1.199 -0.212
C 3.975 -2.326 -0.722
C 2.626 -1.733 -0.336
N 1.480 -2.354 -0.570
O 1.440 -3.577 -0.813
O 0.492 -1.654 -0.603
O 2.848 -0.514 -0.145
O 1.160 1.637 0.185
C -1.626 0.508 0.518
O -0.705 0.720 1.459
C -1.114 -0.055 2.582
C -2.858 -0.039 0.393
H -6.420 -1.082 0.334
H -5.551 -0.046 1.232
H -5.011 -1.662 1.196
H -3.843 0.610 -2.652
H -1.581 1.650 -2.792
H 3.621 3.042 0.624
H 5.977 -1.072 -0.354
H 4.297 -3.506 -0.911
H -0.177 0.075 3.374
H -1.946 0.348 3.173
H -1.364 -1.147 2.542
H -3.214 -0.039 1.518
```

Atom charges from the natural (NBO) analysis, given in e for atoms 1 to 6: number 1, C, carries -0.21; number 2, O, carries -0.45; number 3, C, carries 0.36; number 4, C, carries -0.25; number 5, C, carries -0.10; number 6, C, carries -0.19


Record 8
Molecular formula: C3H11NO3
Method: DFT, the ωB97M-V functional and the def2-TZVPD basis

Values from the calculation:
HOMO level in Ha: -0.3633
LUMO level in eV: 0.785
Frontier orbital gap in eV: 10.672
SMILES string: CNC(C)=O.O.O
Charge: 0
Energy relative to the best compared isomer or geometry (same formula, charge and spin) in kJ/mol: 100.8

```
18
C3H11NO3, DFT the ωB97M-V functional and the def2-TZVPD basis
C -0.783 -1.917 -0.127
N 0.193 -1.302 -1.058
C 0.485 0.017 -1.172
C -0.709 0.985 -1.290
O 1.647 0.368 -1.403
H -1.600 -1.188 -0.010
H -1.123 -2.900 -0.479
H -0.233 -2.126 0.839
H 1.097 -1.793 -1.143
H -0.487 2.033 -0.998
H -1.621 0.794 -0.641
H -1.231 1.203 -2.281
O -0.923 0.957 1.899
H -1.072 1.478 2.719
H -0.047 1.185 1.601
O 1.803 0.837 1.385
H 1.932 0.651 0.401
H 2.673 0.718 1.760
```

Atom charges from the natural (NBO) analysis, given in e for atoms 1 to 6: number 1, C, carries -0.41; number 2, N, carries -0.60; number 3, C, carries 0.69; number 4, C, carries -0.76; number 5, O, carries -0.66; number 6, H, carries 0.23